1.
{
  "formula": "C45H40N3O4P3V",
  "method": "ωB97M-V with the def2-TZVPD basis set",
  "spin_multiplicity": 3,
  "total_charge": 1,
  "species": ["H", "C", "C", "H", "C", "P", "C", "C", "C", "H", "C", "H", "H", "H", "H", "H", "H", "C", "C", "H", "H", "C", "C", "N", "H", "N", "C", "C", "H", "H", "C", "H", "V", "H", "C", "C", "C", "C", "C", "H", "N", "H", "C", "P", "H", "H", "H", "H", "C", "H", "C", "H", "C", "C", "H", "C", "H", "C", "O", "H", "O", "C", "H", "C", "C", "H", "C", "O", "H", "C", "H", "C", "C", "C", "H", "C", "H", "H", "P", "H", "O", "C", "C", "C", "H", "C", "C", "C", "H", "C", "C", "C", "H", "C", "H", "H"],
  "positions_angstrom": [[2.976906, -1.197573, 2.896409], [-0.146324, 0.877507, 6.390130], [-5.262504, -0.052004, -0.755974], [-1.431501, -3.430397, -0.046642], [-0.438219, 0.702945, -5.047873], [-0.409549, -0.403637, 2.516733], [-2.722237, -1.978084, 2.521514], [-0.522472, 4.829189, 0.963529], [0.124342, 0.396477, 4.045415], [1.564243, -3.232375, 3.638327], [-3.278174, 1.088345, -1.500715], [-1.857485, -0.065863, -3.640956], [5.485756, -3.046800, -0.944997], [0.432475, -2.233926, 4.556315], [6.694366, -1.986130, 0.932371], [-5.866058, 1.661228, -3.614063], [0.371883, 3.388663, -2.390437], [-1.140098, -5.539838, 0.093662], [-0.820412, 1.663093, -2.869228], [-3.489306, 2.215701, -3.325725], [-2.134679, -5.761587, -0.269244], [-4.099004, -2.160013, 2.563906], [0.567427, -2.790553, 3.629053], [0.435135, -1.875603, 2.492753], [-1.476675, 6.743866, 1.015581], [1.144076, -0.469781, -1.806118], [-3.921004, 0.258528, -0.586816], [-5.962753, 0.454305, -1.839847], [3.025490, -3.204100, -0.901165], [-2.612112, 1.362175, 3.123444], [-0.271487, -6.567237, 0.430537], [1.042752, 1.678404, -6.255912], [-0.031900, -0.067412, -0.034540], [1.990820, 1.021921, 3.178482], [3.552896, -2.725338, -0.082269], [0.523592, 1.671767, -5.306718], [-0.735642, -1.926064, -2.047912], [-1.109108, 0.694320, -3.833327], [-0.736186, -4.217814, 0.207435], [-1.633631, -0.088056, 5.193172], [0.626131, -1.674405, -2.342409], [2.883437, 1.916759, 5.289139], [-5.323485, 1.272991, -2.762506], [1.036925, -2.192753, 0.928223], [-4.515419, -3.145734, 2.403059], [1.551034, 3.400233, -4.555008], [0.837438, -1.836872, -3.318300], [-7.006563, 0.203246, -1.974433], [1.006472, -6.274628, 0.886107], [1.685134, -7.072894, 1.155359], [-2.475690, 4.110884, -0.857847], [-0.748063, 0.846075, 7.288496], [4.936081, -2.641112, -0.106096], [4.909578, -1.530316, 2.027793], [-6.006284, -1.226474, 2.858192], [-0.646343, 0.354293, 5.207525], [2.421816, -4.741124, 1.343022], [1.124151, 1.434259, 6.419825], [-1.164650, -1.320896, -0.961504], [-3.260898, 3.833100, -1.548241], [-1.378495, -2.647865, -2.765843], [1.898360, 1.470306, 5.268533], [2.115891, -0.614536, -1.543729], [-0.508639, 3.547606, 0.420226], [0.142448, 2.635780, -3.134496], [1.101183, 0.295601, -2.479203], [-4.934491, -1.082680, 2.816660], [1.170189, 2.896872, 1.944581], [-0.588799, -7.597299, 0.336530], [3.523751, -1.604736, 2.054249], [-2.073699, -2.821153, 2.314953], [-2.467808, 5.388565, -0.321874], [-3.985662, 1.588060, -2.595727], [0.809769, 2.638769, -4.351924], [1.511447, 1.844269, 7.343306], [-2.180673, -0.715434, 2.738171], [-5.050079, 1.027038, 3.203115], [-0.169425, -3.593723, 3.579758], [-1.545002, 1.504127, -1.213532], [-0.673637, -0.045352, -5.793487], [0.904279, 1.594192, 0.167711], [0.552227, -3.918011, 0.652113], [-3.026527, 0.370580, 2.972489], [-1.500010, 3.181395, -0.504996], [0.240235, 5.083130, 1.686116], [1.401968, 0.954885, 4.082986], [-4.397796, 0.184322, 3.016397], [-1.486580, 5.749419, 0.590132], [5.437482, -1.067906, 2.851122], [1.419981, -4.956589, 0.994015], [0.591018, 2.635586, 0.918179], [2.841667, -2.212463, 1.004713], [-5.754077, -0.701937, -0.044528], [5.614450, -2.045729, 0.950261], [-3.373435, -0.162722, 0.248493], [-3.232050, 6.096953, -0.612758]],
  "forces_ev_per_angstrom": [[0.0, 0.0, 0.0], [0.0, 0.0, 0.0], [0.0, 0.0, 0.0], [0.0, 0.1, 0.0], [0.0, 0.0, 0.0], [-0.3, 0.0, -0.1], [0.0, 0.0, 0.0], [0.0, 0.0, 0.0], [0.0, 0.0, 0.1], [0.0, 0.0, 0.0], [0.0, 0.0, 0.0], [0.0, 0.0, 0.0], [0.0, 0.0, 0.0], [0.0, 0.0, 0.0], [0.0, 0.0, 0.0], [0.0, 0.0, 0.0], [0.0, 0.0, 0.0], [0.0, 0.0, 0.0], [0.0, 0.0, 0.0], [0.0, 0.0, 0.0], [0.0, 0.0, 0.0], [0.0, 0.0, 0.0], [0.0, 0.0, 0.0], [0.1, 0.1, -0.1], [0.0, 0.0, 0.0], [0.1, 0.0, 0.0], [0.0, 0.0, 0.0], [0.0, 0.0, 0.0], [0.0, 0.0, 0.0], [0.0, 0.0, 0.0], [0.0, 0.0, 0.0], [0.0, 0.0, 0.0], [0.6, 0.4, -0.2], [0.0, 0.0, 0.0], [0.0, 0.0, 0.0], [0.0, 0.0, 0.0], [0.0, 0.3, 0.0], [0.0, 0.0, 0.0], [0.0, 0.0, 0.0], [0.0, 0.0, 0.0], [-0.1, 0.0, 0.0], [0.0, 0.0, 0.0], [0.0, 0.0, 0.0], [-0.3, -0.2, 0.6], [0.0, 0.0, 0.0], [0.0, 0.0, 0.0], [0.0, 0.0, 0.0], [0.0, 0.0, 0.0], [0.0, 0.0, 0.0], [0.0, 0.0, 0.0], [0.0, 0.0, 0.0], [0.0, 0.0, 0.0], [0.0, 0.0, 0.0], [0.0, 0.0, 0.0], [0.0, 0.0, 0.0], [0.0, 0.0, 0.0], [0.0, 0.0, 0.0], [0.0, 0.0, 0.0], [-0.1, -0.3, -0.3], [0.0, 0.0, 0.0], [0.0, -0.1, 0.1], [0.0, 0.0, 0.0], [0.0, 0.0, 0.0], [-0.1, -0.1, -0.1], [0.0, 0.0, 0.0], [0.0, 0.0, 0.0], [0.0, 0.0, 0.0], [0.1, 0.0, 0.0], [0.0, 0.0, 0.0], [0.0, 0.0, 0.0], [0.0, 0.0, 0.0], [0.0, 0.0, 0.0], [0.0, 0.0, 0.0], [0.0, 0.0, 0.0], [0.0, 0.0, 0.0], [0.1, -0.2, 0.1], [0.0, 0.0, 0.0], [0.0, 0.0, 0.0], [-0.2, 0.3, 0.2], [0.0, 0.0, 0.0], [-0.1, -0.5, -0.1], [0.1, 0.0, -0.1], [0.0, 0.0, 0.0], [0.1, 0.0, 0.1], [0.0, 0.0, 0.0], [0.0, 0.0, 0.0], [0.0, 0.0, 0.0], [0.0, 0.0, 0.0], [0.0, 0.0, 0.0], [0.0, 0.0, 0.0], [0.0, 0.2, 0.0], [0.0, 0.0, 0.1], [0.0, 0.0, 0.0], [0.0, 0.0, 0.0], [0.0, 0.0, 0.0], [0.0, 0.0, 0.0]],
  "mulliken_spin": [-0.001, 0.000, 0.002, 0.008, 0.000, 0.121, -0.002, 0.002, 0.017, 0.001, -0.047, -0.001, 0.000, 0.000, 0.000, 0.000, 0.000, 0.000, 0.004, 0.000, 0.000, 0.003, -0.004, 0.001, 0.000, 0.012, 0.026, 0.000, 0.000, -0.001, -0.001, 0.000, 1.892, -0.001, 0.000, -0.001, 0.010, -0.004, -0.003, 0.001, 0.003, 0.000, 0.000, -0.020, 0.000, 0.000, -0.001, 0.000, 0.000, 0.000, 0.000, 0.000, 0.001, 0.000, 0.000, 0.002, 0.000, 0.000, -0.045, 0.000, -0.002, -0.001, 0.012, 0.005, 0.003, 0.004, 0.003, -0.004, 0.000, -0.005, -0.001, 0.000, -0.001, 0.001, 0.000, -0.005, 0.000, -0.001, -0.007, 0.000, -0.002, -0.014, 0.001, -0.014, 0.000, 0.001, 0.002, 0.000, 0.000, -0.001, 0.040, -0.003, 0.000, -0.001, 0.015, 0.000]
}

=====

2.
{
  "formula": "C6H6N2S2",
  "method": "ωB97M-V with the def2-TZVPD basis set",
  "total_charge": 0,
  "species": ["H", "H", "N", "C", "C", "C", "C", "C", "S", "H", "N", "H", "H", "S", "H", "C"],
  "positions_angstrom": [[-2.238492, 2.206031, 1.355770], [1.891061, -0.895221, 0.640733], [1.477199, -2.611219, -1.540665], [0.248273, -0.371981, -1.648325], [0.993326, -0.525859, 1.105049], [0.107294, 0.388404, -0.540929], [-1.188176, 1.934106, 1.350767], [0.936527, -1.600361, -1.608003], [-0.672014, 1.884947, -0.401062], [1.144085, 0.296989, 1.787427], [-0.866760, 0.170461, -3.888413], [0.241444, -2.701100, 0.862142], [-1.056031, 0.955967, 1.794111], [-0.057515, -1.762500, 1.751247], [-0.608260, 2.687373, 1.869409], [-0.351961, -0.056037, -2.889257]],
  "forces_ev_per_angstrom": [[-0.1, 0.0, 0.0], [0.2, 0.0, 0.0], [0.1, -0.2, 0.0], [-0.2, 0.7, 0.4], [-1.6, 1.6, -2.8], [1.6, -1.9, 3.0], [0.2, 0.0, -0.4], [0.4, -0.6, 0.2], [-0.2, 0.1, -0.1], [0.0, 0.1, 0.0], [-0.1, 0.2, -0.3], [0.1, -0.3, -0.3], [-0.1, 0.0, 0.1], [-0.2, 0.1, 0.4], [0.1, 0.0, 0.1], [-0.3, 0.2, -0.4]],
  "nbo_charge": [0.240, 0.239, -0.317, -0.429, -0.492, -0.051, -0.725, 0.295, 0.361, 0.225, -0.277, 0.153, 0.233, 0.051, 0.228, 0.267]
}

=====

3.
{
  "formula": "C18H28N2O4S",
  "method": "ωB97M-V with the def2-TZVPD basis set",
  "total_charge": 0,
  "smiles": "CCOc1ccc(N([C@@H](C)C(=O)N2CCCCCC2)S(C)(=O)=O)cc1",
  "species": ["H", "H", "H", "C", "C", "C", "H", "H", "C", "H", "C", "O", "C", "H", "C", "C", "H", "H", "O", "C", "O", "H", "C", "H", "H", "H", "S", "H", "H", "N", "H", "C", "H", "C", "H", "O", "H", "C", "C", "N", "C", "H", "H", "C", "H", "H", "H", "H", "H", "H", "C", "H", "C"],
  "positions_angstrom": [[-2.767403, -1.734276, -1.412619], [4.888901, -1.568051, -1.978873], [-1.595606, 3.540845, 0.292631], [-0.587670, 3.875892, 0.088084], [-3.517950, -0.781498, 0.372703], [1.928691, -2.620723, -0.018709], [0.772347, 2.423961, 2.702476], [2.132386, 1.408375, 0.827540], [4.483563, -2.432336, -0.053964], [-4.856892, -0.970659, -2.227633], [-5.661718, -1.542789, -1.772799], [1.034356, -1.304434, 2.145570], [3.908914, -0.054065, -0.802087], [3.246895, -3.163865, -1.652674], [4.859472, -1.240926, -0.936496], [1.031145, 1.368289, 2.677600], [2.353576, -1.038400, -1.938149], [5.865107, -0.906729, -0.671627], [-0.410927, 2.179316, -1.912049], [-1.364416, -0.358699, -0.610560], [1.682327, 2.861317, -0.811132], [-3.954749, 0.330919, 2.136240], [-2.014052, 0.819718, 1.370619], [-0.058069, 4.136074, 0.994179], [0.242693, 0.779313, 3.138111], [-4.395132, -2.998410, -0.769688], [0.293834, 2.507965, -0.708719], [1.861154, 0.487276, -1.210575], [4.006678, 0.369676, 0.199009], [1.887497, -1.171446, 0.067610], [-0.593317, 4.707348, -0.604179], [-5.176454, -2.269880, -0.521966], [1.757861, -2.986324, 0.996556], [-1.069861, 0.562576, 0.381939], [-6.463793, -0.857190, -1.511451], [-4.730635, -1.382066, 0.484752], [1.098474, -2.966813, -0.647640], [1.254869, 0.905915, 1.239058], [3.246886, -3.177847, -0.560790], [0.164905, 1.254797, 0.347691], [-3.217772, 0.149530, 1.369825], [-6.009576, -2.805480, -0.058024], [4.190329, 0.720512, -1.516647], [2.439867, -0.421970, -1.040920], [4.315034, -2.097751, 0.971008], [1.943158, 1.214574, 3.248742], [3.299265, -4.224706, -0.255706], [-0.641898, -0.539757, -1.389999], [-6.035165, -2.264291, -2.494317], [-1.803507, 1.541147, 2.144895], [-2.576378, -1.025170, -0.623003], [5.328175, -3.124684, -0.041579], [1.403257, -0.627117, 1.201669]],
  "forces_ev_per_angstrom": [[-0.1, -0.1, -0.1], [0.0, 0.0, -0.1], [-0.2, -0.1, 0.0], [0.5, -0.7, -0.4], [0.1, 0.2, 0.1], [-0.1, -0.4, 0.1], [0.0, 0.1, 0.0], [0.0, -0.2, 0.1], [0.1, -0.1, -0.3], [0.0, 0.0, -0.1], [0.2, -0.1, 0.4], [-0.1, 0.1, 0.3], [0.0, -0.2, -0.3], [0.0, -0.1, 0.0], [0.0, 0.2, 0.3], [0.0, -0.2, -0.3], [-0.1, 0.1, 0.0], [0.0, 0.0, -0.1], [-0.2, 0.0, 0.1], [0.0, 0.0, 0.2], [0.1, 0.0, 0.3], [-0.1, 0.0, 0.1], [0.0, -0.1, -0.1], [0.1, 0.0, 0.2], [0.0, 0.0, 0.1], [-0.1, 0.0, 0.1], [-0.3, 0.7, 0.1], [0.1, -0.3, -0.1], [0.0, 0.1, 0.0], [0.0, -0.4, -0.2], [0.0, 0.1, -0.2], [-0.2, -0.2, -0.4], [0.0, 0.0, -0.2], [-0.5, -0.3, -0.1], [-0.1, 0.1, 0.0], [0.2, 0.2, 0.2], [0.0, 0.0, 0.1], [0.3, 0.1, 0.5], [0.0, 0.1, 0.2], [0.0, 0.7, -0.6], [-0.2, -0.1, -0.1], [0.2, 0.0, -0.1], [0.0, 0.1, 0.0], [0.3, 0.5, 0.0], [0.1, 0.0, 0.1], [0.0, 0.0, 0.1], [-0.1, 0.0, -0.1], [0.1, 0.0, -0.1], [0.0, -0.1, -0.1], [0.0, 0.1, 0.1], [-0.2, -0.2, -0.1], [0.0, 0.0, 0.1], [0.0, 0.2, 0.0]],
  "nbo_charge": [0.217, 0.192, 0.243, -0.862, 0.325, -0.222, 0.200, 0.254, -0.406, 0.214, -0.639, -0.633, -0.403, 0.192, -0.391, -0.616, 0.204, 0.209, -0.940, -0.107, -0.956, 0.226, -0.186, 0.235, 0.235, 0.171, 2.334, 0.230, 0.195, -0.442, 0.250, -0.063, 0.244, 0.057, 0.216, -0.491, 0.190, -0.136, -0.413, -0.729, -0.258, 0.195, 0.218, -0.234, 0.203, 0.223, 0.219, 0.220, 0.216, 0.219, -0.316, 0.211, 0.684]
}

=====

4.
{
  "formula": "H5N4O",
  "method": "ωB97M-V with the def2-TZVPD basis set",
  "total_charge": -1,
  "smiles": "NN(N)N[O-]",
  "species": ["N", "H", "H", "N", "H", "N", "H", "O", "H", "N"],
  "positions_angstrom": [[-1.657806, 0.283948, -0.323264], [0.047291, 1.754480, 1.051386], [-1.484105, -0.304326, -1.176577], [-0.576936, -0.063494, 0.594587], [0.704960, -1.495826, 1.070072], [0.424347, 0.983907, 0.506621], [0.465040, 1.318111, -0.466339], [-2.883228, -0.037741, 0.172278], [0.575293, -1.263135, -0.568186], [0.047764, -1.300608, 0.316956]],
  "forces_ev_per_angstrom": [[0.2, 0.0, -0.6], [-0.1, -0.1, -0.2], [0.0, 0.1, 0.6], [0.4, 0.7, 0.2], [-0.1, 0.2, -0.2], [0.2, -0.2, 0.1], [-0.2, -0.1, 0.2], [-0.3, -0.2, 0.0], [0.0, 0.1, 0.3], [-0.2, -0.5, -0.3]],
  "nbo_charge": [-0.253, 0.346, 0.239, -0.043, 0.338, -0.725, 0.308, -0.821, 0.290, -0.680]
}

=====

5.
{
  "formula": "C13H23INO7S",
  "method": "ωB97M-V with the def2-TZVPD basis set",
  "spin_multiplicity": 2,
  "total_charge": -2,
  "species": ["H", "O", "H", "H", "H", "O", "H", "H", "C", "H", "H", "H", "H", "H", "C", "C", "H", "C", "H", "C", "H", "H", "H", "H", "O", "H", "O", "C", "C", "H", "C", "H", "O", "C", "H", "H", "H", "O", "C", "C", "O", "C", "C", "S", "I", "N"],
  "positions_angstrom": [[2.327184, 1.579883, -0.722775], [1.792775, 4.376939, 3.523564], [-2.459194, -1.860590, -3.149566], [-0.161488, -1.410178, 2.553623], [1.374070, 3.095907, -1.311341], [-2.028255, -6.365122, 0.813135], [-0.431616, -2.744386, -3.945841], [1.877194, -1.905582, 1.472006], [-0.755543, -1.817331, 1.603476], [2.155009, 3.765832, 4.231033], [-1.793041, -0.199004, -3.745470], [1.566827, 0.057992, -2.111501], [-1.030519, 3.090543, 1.206521], [2.237518, 3.541021, 1.004712], [0.346983, -2.071582, -3.349173], [1.601342, -1.053164, 0.694758], [-0.043903, 4.713498, 0.840753], [-0.407961, -1.127606, -2.192168], [-2.628581, -0.262394, -2.056032], [-1.080703, -5.628364, 1.109664], [0.212872, 0.796064, -3.248363], [2.180985, -1.300819, -0.312760], [-1.828132, 0.243761, -0.093192], [1.954906, -0.005687, 1.078068], [-1.612075, -2.393075, -0.728743], [-0.724283, 0.928742, 1.270768], [-0.789743, 5.129135, 3.712531], [-1.926532, -0.870084, -2.767075], [-0.689739, 0.424895, 0.215505], [1.052439, -2.824231, -2.751911], [-0.012819, 3.650451, 1.354343], [-0.615057, -2.978777, 1.610510], [-0.132762, 2.639373, 4.057119], [-0.032033, 1.332810, -0.978091], [-1.858043, -1.447835, 1.733647], [1.501271, 1.999865, 1.801236], [1.049021, -1.455109, -4.053980], [-1.375508, -4.951631, 2.101467], [1.317340, 2.165211, -0.565770], [1.322650, 2.791940, 0.946994], [-0.015829, -5.576939, 0.513727], [-0.013373, -1.076210, 0.300344], [0.401471, 0.295558, -2.184725], [0.129072, 3.960695, 3.234378], [-1.617634, 2.668275, -1.805973], [-0.336562, -1.922691, -0.909430]],
  "forces_ev_per_angstrom": [[-1.9, 0.9, 0.5], [-1.7, -1.0, 0.2], [1.2, 2.0, 1.2], [-1.2, -0.7, -1.9], [-0.1, -1.8, 1.5], [-2.5, -2.3, -1.2], [1.7, 1.6, 1.2], [-0.8, 1.8, -1.7], [1.2, 0.9, 0.6], [-1.0, 0.7, -1.1], [-0.2, -1.3, 2.1], [-2.3, 0.4, -0.1], [1.9, 1.1, 0.4], [-1.9, -1.5, 0.0], [0.4, -0.8, 0.8], [0.1, -0.6, -1.4], [0.0, -2.2, 1.2], [0.7, 0.3, -3.4], [1.4, -1.3, -1.3], [1.1, 0.1, -0.6], [0.4, -1.0, 2.2], [-0.9, 0.6, 2.1], [2.4, 0.4, 0.7], [-0.8, -2.0, -0.7], [2.9, -0.1, -0.3], [0.4, -1.0, -1.9], [3.8, -3.7, -2.2], [-0.1, 0.3, -1.0], [-0.2, -0.5, -1.2], [-1.5, 1.6, -1.3], [0.8, 0.3, -0.6], [-0.6, 2.3, -0.2], [1.5, 4.6, -3.3], [3.6, -3.5, 1.5], [2.0, -1.0, -0.5], [-0.5, 1.3, -1.9], [-1.6, -1.0, 1.1], [-0.4, 1.9, 2.9], [-0.6, 0.8, -0.1], [0.6, 0.5, 0.2], [1.9, 0.0, -1.0], [-0.1, 0.1, 3.8], [0.3, 0.0, 0.3], [-3.2, -0.8, 4.7], [-1.9, 2.0, -0.9], [-4.2, 2.0, 0.6]],
  "mulliken_spin": [0.000, 0.000, -0.002, -0.002, -0.028, -0.479, 0.000, 0.001, -0.024, 0.000, 0.002, 0.013, 0.004, 0.002, 0.003, -0.003, 0.005, 0.015, 0.003, 0.058, 0.039, 0.001, 0.003, 0.000, 0.676, -0.003, 0.000, 0.014, -0.004, -0.003, 0.022, 0.024, 0.000, 0.289, -0.001, -0.003, 0.001, -0.449, 0.055, -0.003, -0.128, 0.093, -0.003, 0.002, 0.583, 0.226]
}

=====

Number 1: calculated total energy -113528.0391 eV. Number 2: calculated total energy -30966.7711 eV. Number 3: calculated total energy -41125.9563 eV. Number 4: calculated total energy -8084.6485 eV. Number 5: calculated total energy -48602.5280 eV.